Computed, not measured: C37H32F6N4O7PReS2 as an isolated structure, with ωB97M-V with the def2-TZVPD basis set.

Net charge: +1
2S+1: 2
HOMO level (spin up / spin down) (hartree): -0.39781 / -0.40797

Atoms and positions in Å:
Re: -0.046 -0.417 1.142
C: 3.963 -0.325 -0.303
C: 2.555 0.122 -0.094
O: 1.900 -0.565 0.778
C: 2.024 1.218 -0.774
C: 0.789 1.824 -0.548
C: 0.455 3.086 -1.278
N: -0.110 1.331 0.332
N: -1.205 2.174 0.581
C: -2.066 1.546 1.330
O: -1.836 0.344 1.804
C: -3.347 2.179 1.683
C: -4.225 1.528 2.543
C: -5.444 2.107 2.859
C: -5.788 3.339 2.323
C: -4.908 3.998 1.470
C: -3.691 3.422 1.150
H: 4.560 -0.040 0.567
H: 4.401 0.122 -1.192
H: 3.985 -1.412 -0.367
H: 2.671 1.704 -1.488
H: 1.256 3.357 -1.958
H: 0.276 3.896 -0.570
H: -0.475 2.957 -1.834
H: -3.949 0.570 2.963
H: -6.125 1.598 3.529
H: -6.738 3.793 2.574
H: -5.173 4.962 1.057
H: -3.001 3.921 0.483
C: 1.188 1.004 5.661
C: 1.205 1.896 4.600
C: 0.879 1.443 3.340
N: 0.549 0.161 3.100
C: 0.521 -0.700 4.131
C: 0.837 -0.312 5.417
H: 1.439 1.332 6.661
H: 1.465 2.936 4.738
H: 0.873 2.114 2.493
H: 0.238 -1.712 3.898
H: 0.804 -1.044 6.211
O: -1.058 -1.325 -0.262
P: -2.447 -2.035 -0.413
C: -2.337 -3.012 -1.899
C: -3.473 -3.674 -2.367
C: -3.398 -4.427 -3.525
C: -2.198 -4.508 -4.221
C: -1.075 -3.835 -3.765
C: -1.139 -3.085 -2.601
C: -3.679 -0.759 -0.642
C: -3.352 0.326 -1.458
C: -4.299 1.303 -1.711
C: -5.571 1.198 -1.159
C: -5.900 0.114 -0.359
C: -4.956 -0.870 -0.099
C: -2.925 -3.037 0.992
C: -3.036 -4.421 0.865
C: -3.391 -5.187 1.965
C: -3.626 -4.579 3.189
C: -3.514 -3.199 3.318
C: -3.169 -2.426 2.224
H: -4.411 -3.605 -1.827
H: -4.272 -4.952 -3.885
H: -2.141 -5.102 -5.123
H: -0.140 -3.907 -4.305
H: -0.259 -2.580 -2.228
H: -2.361 0.403 -1.890
H: -4.047 2.150 -2.336
H: -6.306 1.968 -1.353
H: -6.891 0.035 0.067
H: -5.212 -1.714 0.527
H: -2.817 -4.909 -0.076
H: -3.466 -6.262 1.863
H: -3.894 -5.180 4.048
H: -3.699 -2.725 4.273
H: -3.076 -1.350 2.322
F: -0.129 -5.177 3.153
C: 1.034 -4.613 2.876
F: 1.974 -5.522 2.781
F: 1.358 -3.764 3.877
S: 0.914 -3.603 1.313
O: 0.163 -2.443 1.857
O: 2.259 -3.361 0.910
N: -0.030 -4.278 0.293
S: 0.214 -5.705 -0.410
O: 0.620 -6.701 0.529
O: -0.883 -5.937 -1.291
C: 1.675 -5.447 -1.535
F: 2.808 -5.647 -0.887
F: 1.592 -6.303 -2.544
F: 1.676 -4.204 -2.030

Computed, not measured: C37H32N2O2P2SV as an isolated structure, with ωB97M-V with the def2-TZVPD basis set.

Net charge: +4
2S+1: 2
HOMO level (spin up / spin down) (hartree): -0.71270 / -0.71369

Atoms and positions in Å:
V: -0.042 0.627 -0.314
O: -0.228 -0.240 -1.830
S: 0.116 -1.543 -1.036
C: -1.291 -2.611 -1.051
C: -1.297 -3.926 -1.487
C: -2.400 -4.713 -1.176
C: -3.435 -4.207 -0.402
C: -3.406 -2.890 0.055
C: -2.329 -2.077 -0.269
P: -2.327 -0.310 0.138
C: -3.103 -0.088 1.734
C: -2.447 -0.602 2.863
C: -3.079 -0.566 4.091
C: -4.353 -0.010 4.197
C: -4.999 0.502 3.077
C: -4.378 0.480 1.837
C: -3.220 0.546 -1.166
C: -2.877 1.872 -1.459
C: -3.558 2.558 -2.448
C: -4.589 1.928 -3.137
C: -4.943 0.618 -2.834
C: -4.249 -0.090 -1.866
C: 1.643 -2.147 -1.680
C: 1.847 -3.177 -2.582
C: 3.147 -3.637 -2.748
C: 4.180 -3.140 -1.961
C: 3.964 -2.084 -1.078
C: 2.693 -1.537 -0.969
P: 2.390 0.089 -0.191
C: 3.127 1.309 -1.306
C: 4.392 1.147 -1.876
C: 4.904 2.140 -2.696
C: 4.163 3.282 -2.972
C: 2.897 3.441 -2.423
C: 2.383 2.462 -1.592
C: 3.077 0.108 1.462
C: 4.411 0.453 1.687
C: 4.923 0.347 2.972
C: 4.111 -0.075 4.018
C: 2.778 -0.404 3.792
C: 2.256 -0.313 2.516
H: -0.478 -4.346 -2.051
H: -2.430 -5.740 -1.518
H: -4.270 -4.844 -0.142
H: -4.211 -2.506 0.669
H: -1.461 -1.047 2.762
H: -2.594 -0.977 4.966
H: -4.844 0.019 5.161
H: -5.997 0.911 3.168
H: -4.887 0.870 0.964
H: -2.084 2.379 -0.907
H: -3.301 3.582 -2.684
H: -5.113 2.462 -3.918
H: -5.760 0.147 -3.364
H: -4.510 -1.118 -1.658
H: 1.041 -3.608 -3.161
H: 3.343 -4.418 -3.470
H: 5.170 -3.568 -2.048
H: 4.770 -1.713 -0.457
H: 4.988 0.267 -1.697
H: 5.888 2.016 -3.128
H: 4.567 4.046 -3.623
H: 2.318 4.327 -2.648
H: 1.380 2.583 -1.182
H: 5.041 0.805 0.879
H: 5.959 0.597 3.158
H: 4.518 -0.141 5.018
H: 2.160 -0.735 4.616
H: 1.219 -0.573 2.314
N: -1.230 3.204 2.207
C: -0.136 3.001 1.507
N: 0.886 3.825 1.532
O: -0.065 1.914 0.756
H: -1.333 4.004 2.818
H: -2.002 2.551 2.171
H: 0.891 4.655 2.111
H: 1.716 3.647 0.986

Per-record max |F|, eV Å⁻¹: 0.581, 4.505